Record 1
This record from the OMol25 dataset describes a 4-piece molecular cluster, C38H76N5O14P3 overall in a non-equilibrium geometry. The level of theory is wB97M-V/def2-TZVPD.

The total energy comes out at -3844.6041 a.u. The calculation puts the energy relative to the best compared isomer or geometry (same formula, charge and spin) at 0.000 eV. For the HOMO energy, the calculation gives -8.303 eV. Its SMILES is CC(=O)OC(=O)C[C@]1([PH2]=N)C(=O)N[C@@H](COc2cc(C)ccc2C(C)C)[C@@]1(C)PP(=O)(O)O.COCCNCCOC.COCCNCCOC.COCCNCCOC.

Geometry as ORCA input:
```
! RIJCOSX wB97M-V def2-TZVPD def2/J DEFGRID3
* xyz 0 1
H 6.87 2.07 1.92
H -7.41 2.19 4.24
H -6.96 3.62 5.17
H -3.18 -5.85 -4.30
O 3.96 2.54 -5.39
O 5.36 0.99 -3.92
C -3.43 2.44 -2.16
H -2.28 1.94 -5.57
C 1.77 -0.35 -1.09
O 7.89 0.55 4.75
H -2.84 -5.07 -1.14
H -4.73 -5.04 -4.08
H -1.17 3.26 -6.00
H -5.19 -0.20 6.17
H 7.47 4.62 6.13
O 3.67 1.85 0.57
H -5.48 -0.27 3.68
N -0.82 -6.42 -2.73
H 5.90 3.10 -0.06
H -1.56 0.43 -0.13
C -1.91 0.84 -3.12
H 7.79 2.21 6.00
H 5.13 4.55 0.53
N 6.73 3.33 3.57
O 3.91 0.06 -5.79
O 4.91 0.81 -0.97
C -4.02 1.46 -1.37
H -4.81 -0.53 0.13
O 1.16 -2.38 0.12
H 7.47 0.03 2.87
H -6.08 -1.06 2.23
C -1.87 3.30 -3.92
H 5.12 4.18 -1.22
H 8.36 2.31 2.82
H 7.29 3.54 4.39
H -6.71 2.37 2.20
C -6.03 -0.11 2.76
C -2.07 -8.76 -4.87
H 4.07 -0.83 -2.62
C -0.44 3.76 -3.60
C -2.38 2.17 -3.06
C 4.91 4.31 4.93
H -7.05 0.21 2.98
H -4.11 -6.10 -2.79
H 5.15 5.31 4.57
O 2.77 3.49 -0.61
H -6.38 -1.31 6.84
H -2.24 -1.17 -2.45
H 6.06 0.53 3.78
C 6.52 4.93 6.58
C 7.29 2.14 2.93
N -0.70 0.16 0.33
C 1.01 -1.67 -0.81
C -1.40 -7.43 -1.86
C -0.37 -0.72 -4.09
C 3.01 -0.38 -0.17
C 7.11 0.77 3.59
H 3.06 -2.23 -2.38
C 1.93 -0.37 -2.62
C -2.54 -0.14 -2.37
O -3.21 -4.23 -3.00
C 3.96 0.78 -0.27
C 3.76 3.06 -0.13
C -5.63 2.18 2.18
H 3.61 -1.27 -0.31
H 0.07 1.71 -1.41
O 5.45 4.09 6.22
H -0.75 -7.55 -0.98
H -5.23 2.72 1.32
C -2.34 -4.47 -1.91
H -2.16 -3.49 -1.47
N 0.14 -1.84 -1.88
P 0.52 0.88 -0.37
H -2.88 3.55 -5.83
H 0.11 -0.79 -5.06
H -4.96 -1.47 -1.34
H -8.21 2.12 6.53
H 3.17 -1.54 -3.98
H 6.64 4.88 7.66
H -1.22 -9.44 -5.01
H -1.84 -9.50 -1.78
H 3.82 4.25 5.04
H 4.69 -0.52 -5.70
H -0.30 -4.88 -1.42
H 1.13 -2.03 -3.62
H -2.52 4.15 -3.73
C 5.32 3.25 3.93
H -0.41 4.84 -3.49
H -0.83 -1.69 -1.66
H -6.56 2.13 7.16
C -3.83 -5.37 -3.56
C 3.14 -1.29 -2.93
O -0.87 0.60 -4.00
H -3.79 3.45 -2.09
H 2.59 2.12 -2.47
H -2.40 -7.15 -1.49
O -5.37 0.81 1.91
H -1.17 -1.45 -4.12
H -2.88 -9.08 -5.51
C 5.06 3.76 -0.22
P 4.08 1.15 -4.63
C -6.76 2.55 5.04
C -6.10 -0.26 6.77
H -0.04 3.34 -2.69
H 1.26 1.61 0.55
H -0.57 -9.11 -2.94
N -5.34 2.38 4.75
C 0.67 -1.21 -3.08
C -7.18 1.83 6.31
H 5.07 2.28 4.37
H 4.73 3.36 3.02
H -4.83 1.71 -0.70
H 0.24 3.53 -4.40
C -4.25 -0.96 -0.70
H -0.57 -4.40 -3.09
H 7.85 0.63 6.77
C -1.53 -8.78 -2.54
H -3.86 2.48 3.32
H 2.63 -0.42 0.85
H 4.57 2.56 -6.14
H -5.90 0.13 7.77
O -7.19 0.42 6.16
P 2.22 1.25 -3.50
C -3.59 0.14 -1.48
H 6.33 5.97 6.30
H -3.54 -1.70 -0.35
C -0.96 -5.03 -2.28
C -2.04 2.98 -5.43
H -1.22 -6.50 -3.65
H -4.96 3.84 3.33
O -2.54 -8.79 -3.54
H -5.08 1.42 4.93
H -1.77 -7.75 -5.18
C 7.43 1.17 5.93
H 6.34 1.15 6.01
C -4.91 2.75 3.41
*
```



Record 2
This record from the OMol25 dataset describes a 19-piece molecular cluster, C38H76O76S19 overall in a non-equilibrium geometry. The level of theory is wB97M-V/def2-TZVPD.

The total energy comes out at -14776.4636 a.u. The calculation puts the energy relative to the best compared isomer or geometry (same formula, charge and spin) at 0.000 eV. For the HOMO energy, the calculation gives -10.562 eV.

Geometry as ORCA input:
```
! RIJCOSX wB97M-V def2-TZVPD def2/J DEFGRID3
* xyz 0 1
O 5.12 1.22 -0.81
H -3.52 -3.86 -1.16
O -7.04 -1.82 3.25
H 0.64 1.13 0.38
O -2.86 -6.61 1.93
O 3.25 -4.42 -3.90
H 4.64 -0.11 3.40
S 5.18 7.59 -1.92
C -3.94 -0.25 2.38
H -5.38 -6.57 -1.14
S 4.92 -6.82 -0.78
C -3.28 6.05 3.55
H 5.79 7.09 4.97
H 3.60 6.87 0.35
H -1.80 -2.75 -6.15
H 6.13 2.17 -2.26
O -0.37 -7.11 2.14
O 6.21 1.34 5.79
C 0.38 -4.10 2.90
O -5.04 6.11 2.07
O -3.25 2.79 -1.02
O -5.98 6.97 4.31
C 4.76 0.91 3.05
H 1.01 -8.56 1.82
O -1.98 -6.02 -1.21
C -4.73 4.77 -3.45
C -4.07 5.25 2.55
C 0.43 4.29 4.47
O 1.87 2.88 -1.13
O -1.78 -6.03 4.11
H -0.40 -8.47 0.74
O 0.10 2.17 3.35
O 4.00 -2.31 -4.80
C 5.55 7.16 3.91
H -3.89 -2.43 -2.34
O 5.07 -7.15 -2.18
O 2.26 1.94 -3.46
H 6.50 7.59 3.59
S -1.04 -1.51 -0.03
H 6.01 1.42 1.53
C 6.18 1.12 2.56
H 0.37 -5.14 3.25
O 6.80 2.14 3.36
O -7.84 -7.96 -0.32
C 1.19 5.42 -3.38
C -0.07 -8.42 1.78
O 4.71 -0.69 -2.27
H 0.81 5.22 4.05
H 6.61 -0.55 -3.01
H 1.90 -6.42 -0.13
C 6.09 1.18 -1.83
O 3.60 -4.43 -6.35
H 1.72 2.62 4.37
H 2.95 5.43 -0.28
O 5.84 3.78 5.21
S -5.63 -1.99 3.06
C -3.95 -0.27 3.91
H 2.07 -2.32 -5.35
H -1.87 -7.73 -5.15
C 5.11 5.58 -0.42
S 1.76 -2.01 3.14
O -5.79 -2.50 -4.01
C 2.71 -6.67 0.55
C -0.62 0.61 -1.43
O -1.25 -4.10 -2.81
O -2.20 -6.26 -3.77
O 2.30 4.59 -2.93
H -5.68 4.73 -3.98
C -5.44 -2.87 -0.87
O -1.73 -0.17 -4.41
H -4.57 4.43 3.07
O -4.82 -4.22 -2.59
O -3.04 3.22 -3.59
C 4.28 7.92 3.51
O 6.05 -7.17 0.13
O -3.70 1.01 -5.44
H -5.38 -1.84 -0.50
O 2.79 0.22 -0.95
C 2.66 -2.22 -4.44
H -0.72 5.06 -3.73
O 0.29 3.31 -3.15
H -4.20 3.55 -5.13
S -1.44 2.76 3.69
C 3.69 6.20 -0.51
O -5.26 -3.32 2.67
H 1.27 6.29 -2.74
H 0.36 -7.59 -4.49
H 0.35 0.46 -1.91
C -0.26 -7.59 -3.59
H -0.52 -10.00 3.22
S 1.77 3.03 -2.59
O -0.02 -6.42 -2.86
S -5.33 7.44 3.06
H -1.31 1.24 -1.98
O -2.25 -2.30 0.21
O 0.27 -2.15 0.02
H 4.00 -5.56 1.70
C 1.11 3.16 3.64
H -2.88 4.69 -4.83
C -1.06 -9.32 2.56
O -0.91 4.21 4.36
C 0.66 7.73 2.34
O -6.59 -2.98 -1.69
O -5.62 -9.20 -0.08
H -1.07 9.05 3.03
O 5.65 7.33 -3.30
O -5.80 8.66 2.41
O -4.64 -1.46 4.22
H 2.33 -6.96 1.54
O -5.73 -7.12 0.82
H -4.28 0.61 4.46
H -5.56 -3.58 -0.05
H -2.51 -8.18 -3.45
H -4.47 5.76 -3.09
O -2.15 2.08 4.78
H -4.79 -8.53 -1.77
O -7.19 -8.94 1.98
O 3.41 5.10 4.51
H 0.17 -4.18 1.83
O 3.68 -7.59 -0.09
S -1.86 -6.92 2.91
C -3.71 4.16 -4.37
H -2.92 -0.30 4.26
O -1.66 5.61 0.26
O -2.21 -0.71 -6.60
H 1.52 3.47 2.68
O 0.19 -1.91 3.56
H -1.65 -9.80 1.78
O 5.96 6.61 -0.84
C -0.54 8.67 2.15
C -4.88 -6.97 -0.26
H 4.50 8.79 2.89
C 3.45 -5.37 0.78
H 5.28 5.42 0.64
O 2.57 -1.72 4.33
O 3.73 4.44 2.17
O 5.60 -4.35 -4.75
O 0.08 7.24 -0.63
H -0.26 9.48 1.47
O 0.25 6.53 1.75
H 1.62 8.03 1.91
H 0.63 4.14 5.53
C -1.76 -1.59 -4.54
H -1.46 -2.98 3.58
H -3.52 4.78 1.74
O 1.73 -3.68 3.00
S 5.96 2.39 4.78
H -2.21 6.12 3.37
O -5.12 -0.94 1.98
O 4.27 -5.36 -0.34
H -4.03 -6.30 -0.12
C -1.48 -1.72 -6.02
S -2.35 0.62 -5.74
H -3.85 0.80 2.13
H -3.11 -0.84 1.99
O -1.95 -8.51 3.21
S -0.77 6.78 0.48
H 3.72 8.27 4.38
H 7.03 0.92 -1.33
H -3.57 -8.61 -0.44
O 4.63 -1.11 0.26
H 0.15 -8.46 -3.07
O 5.50 5.92 3.31
H 2.82 -4.48 0.73
O -5.16 3.83 -2.55
O -0.99 -0.09 0.85
H -0.46 4.83 -1.97
S -3.95 2.62 -2.29
C -4.23 -3.26 -1.73
H 6.82 0.24 2.59
C -1.81 -7.63 -4.07
C -0.03 4.68 -2.97
H -0.89 1.90 0.26
O -3.75 7.39 3.50
H 1.54 -3.52 -3.05
C 2.56 -3.26 -3.33
S -6.24 -3.58 -3.16
H 2.52 -1.16 -4.21
H -0.20 -3.36 4.85
O -4.61 1.32 -2.61
H 3.08 -2.98 -2.42
H -0.45 -1.82 -6.35
O 3.73 6.91 -1.72
C -4.61 -8.40 -0.70
S 3.92 5.40 3.19
H 5.26 4.61 -0.90
H 5.39 0.24 -3.84
O -1.42 1.60 -6.13
S 4.26 -3.94 -5.16
O 1.95 -1.30 1.88
H 0.94 7.46 3.36
H -3.46 5.64 4.55
S 4.17 -0.16 -0.73
O -1.49 7.95 1.42
O -1.22 -0.67 -1.41
S -6.84 -8.31 0.68
H -2.69 -2.03 -4.18
C -0.40 0.94 0.12
H 3.93 0.97 2.34
O 4.55 1.89 4.05
S -1.41 -5.55 -2.56
H 1.23 5.73 -4.43
O 5.19 9.00 -1.51
O -2.25 2.99 2.49
O 3.52 6.96 2.86
C 5.75 0.09 -2.82
O -7.20 -4.52 -3.69
H -1.01 -2.02 -3.88
C -0.41 -3.10 3.82
*
```